(1)
Computed, not measured: 3 unconnected molecules or ions with the total composition C36H35NO5P, with wB97M-V/def2-TZVPD.

LUMO level in eV: 0.9774
Energy relative to the best compared isomer or geometry (same formula, charge and spin) in kJ/mol: 20.1
Total charge: -1
Frontier orbital gap in eV: 4.3
DFT total energy in Ha: -2165.144402

Positions of all 78 atoms, in Å:
C (-6.98151, 1.27314, 1.66548)
C (-5.81225, 1.35275, 2.65472)
C (-6.29600, 2.10806, 3.90116)
C (-5.22162, -0.01517, 3.06888)
C (-6.10901, -1.21441, 2.72306)
C (-3.78408, -0.26159, 2.52482)
O (-3.39769, 0.63198, 1.52828)
N (-2.76287, -0.12591, 0.39878)
P (-2.58766, 0.85962, -0.89992)
C (-4.26797, 1.54339, -1.36764)
C (-1.77218, 2.41835, -0.29882)
H (-7.15504, 2.26167, 1.23788)
H (-7.89527, 0.96615, 2.17952)
H (-6.78787, 0.58732, 0.84395)
H (-5.03579, 1.95879, 2.19598)
H (-7.03642, 1.52239, 4.44995)
H (-5.45650, 2.31700, 4.56764)
H (-6.72996, 3.07244, 3.62730)
H (-5.14721, -0.00240, 4.16113)
H (-5.71042, -2.10374, 3.21404)
H (-6.09154, -1.39322, 1.64826)
H (-7.13829, -1.08434, 3.06061)
H (-3.72329, -1.27208, 2.11056)
H (-3.07326, -0.23418, 3.36759)
H (-4.59674, 1.00268, -2.25331)
H (-4.23292, 2.60862, -1.60495)
H (-4.96546, 1.37038, -0.54977)
H (-0.69887, 2.22721, -0.28069)
H (-2.12431, 2.70234, 0.69220)
H (-1.95490, 3.23179, -1.00372)
C (6.03709, 4.85727, 2.80050)
C (7.02823, 3.88260, 2.74610)
C (6.68776, 2.55730, 2.54081)
C (5.35343, 2.19800, 2.39448)
C (4.35936, 3.17335, 2.46134)
C (4.70675, 4.50382, 2.65921)
C (2.91325, 2.81252, 2.33745)
O (2.06031, 3.67159, 2.39599)
C (2.56996, 1.37655, 2.15201)
C (1.23334, 1.00550, 2.07167)
C (0.89150, -0.32426, 1.88654)
C (1.89015, -1.29138, 1.78461)
C (3.22338, -0.92782, 1.86965)
C (3.57137, 0.40368, 2.05449)
C (5.00931, 0.76325, 2.15986)
O (5.88620, -0.07156, 2.06407)
H (6.30525, 5.89442, 2.95492)
H (8.06788, 4.15995, 2.86300)
H (7.44732, 1.78959, 2.49049)
H (3.92515, 5.24961, 2.70134)
H (0.46353, 1.76120, 2.14709)
H (-0.15587, -0.59709, 1.81208)
H (1.62548, -2.33015, 1.63800)
H (4.00555, -1.67078, 1.79642)
C (4.11903, -2.92507, -7.39055)
C (4.70442, -3.98746, -6.70943)
C (4.21692, -4.37126, -5.47262)
C (3.14557, -3.69112, -4.90651)
C (2.56695, -2.61878, -5.58348)
C (3.05391, -2.24296, -6.82917)
C (1.43072, -1.84923, -4.98552)
O (0.93292, -0.92709, -5.59669)
C (0.95180, -2.25352, -3.63802)
C (-0.06769, -1.52710, -3.03302)
C (-0.53512, -1.89563, -1.78324)
C (0.01442, -2.99477, -1.13597)
C (1.03993, -3.71919, -1.72124)
C (1.51591, -3.35340, -2.97457)
C (2.62587, -4.13162, -3.57574)
O (3.11091, -5.09791, -3.02013)
H (4.49784, -2.62864, -8.36023)
H (5.54226, -4.51558, -7.14618)
H (4.65827, -5.19766, -4.93302)
H (2.59064, -1.41306, -7.34450)
H (-0.49217, -0.66597, -3.53168)
H (-1.30665, -1.30833, -1.29873)
H (-0.35760, -3.27302, -0.15775)
H (1.48216, -4.56785, -1.21713)

---

(2)
Computed, not measured: a molecular structure, C15H12I2N3Pd, with wB97M-V/def2-TZVPD.

LUMO level (alpha / beta) in eV: -13.2843 / -13.2777
Total charge: +3
Frontier orbital gap (alpha / beta) in eV: 5.9 / 5.9
DFT total energy in Ha: -1465.108457

Positions of all 33 atoms, in Å:
Pd (-0.78350, 0.47829, 1.41939)
I (-1.95937, 3.10642, 1.25314)
C (-3.48395, 2.13369, 2.38102)
I (-2.93434, 0.08797, 2.69322)
H (-4.39573, 2.11785, 1.79312)
H (-3.60804, 2.61101, 3.34730)
C (-1.16939, -0.39776, -1.77712)
C (-0.55014, 0.16145, -2.83924)
C (0.64228, -0.44423, -3.39585)
C (1.17572, 0.02154, -4.55377)
C (0.55440, 1.11741, -5.20127)
C (-0.60231, 1.75367, -4.68093)
C (-1.14113, 1.29170, -3.52539)
C (1.10742, 1.59618, -6.41996)
N (1.55903, 1.99001, -7.40447)
H (-0.79680, -1.31587, -1.33563)
H (-2.12903, -0.02736, -1.43419)
H (1.08563, -1.29596, -2.89479)
H (2.05120, -0.43123, -4.99872)
H (-1.03962, 2.58176, -5.22154)
H (-2.03836, 1.74412, -3.12068)
N (3.65058, -3.29346, 5.88612)
C (2.94017, -2.71367, 5.19333)
C (2.05667, -1.99151, 4.32858)
C (1.35361, -0.88341, 4.80264)
C (0.50245, -0.21675, 3.95250)
N (0.35498, -0.60854, 2.67098)
C (1.01987, -1.68381, 2.20309)
C (1.88684, -2.39124, 3.00237)
H (1.46793, -0.54249, 5.82272)
H (-0.04436, 0.65668, 4.27748)
H (0.85077, -1.96720, 1.17343)
H (2.41656, -3.24526, 2.60313)

---

(3)
Computed, not measured: 2 unconnected molecules or ions with the total composition C2H7NO2, with wB97M-V/def2-TZVPD.

LUMO level in eV: 0.9204
Energy relative to the best compared isomer or geometry (same formula, charge and spin) in kJ/mol: 197.4
SMILES: CC(N)=O.O
Frontier orbital gap in eV: 10.7
DFT total energy in Ha: -285.596629

Positions of all 12 atoms, in Å:
C (0.27316, 1.48315, 1.05233)
C (0.40227, 0.07638, 0.52173)
N (-0.27487, -0.99480, 1.10652)
O (1.17237, -0.25255, -0.33224)
H (-0.55369, 2.20866, 0.52031)
H (1.21951, 2.07940, 0.81453)
H (0.29792, 1.68064, 2.11005)
H (-0.85178, -0.70801, 1.95525)
H (-0.08066, -1.85099, 1.07267)
O (-0.80592, -1.32228, -2.70025)
H (-0.77206, -0.68027, -3.39458)
H (-0.02623, -1.71934, -2.72632)

---

(4)
Computed, not measured: a molecular structure, C2H4F2Na, with wB97M-V/def2-TZVPD.

LUMO level in eV: -4.2952
Energy relative to the best compared isomer or geometry (same formula, charge and spin) in kJ/mol: 30.9
Total charge: +1
Frontier orbital gap in eV: 13.3
DFT total energy in Ha: -440.418152

Positions of all 9 atoms, in Å:
F (1.04850, -0.61153, 1.08232)
F (0.35259, 0.48533, -1.51155)
C (-0.22604, -0.57238, 0.53617)
C (-0.38878, 0.62774, -0.34777)
H (-0.39414, -1.51005, -0.02774)
H (-0.96324, -0.53913, 1.36133)
H (-1.45379, 0.75679, -0.62078)
H (-0.05893, 1.55082, 0.16658)
Na (2.08383, -0.18759, -0.63856)

---

(5)
Computed, not measured: a single CH2ClI3Si molecule, with wB97M-V/def2-TZVPD.

LUMO level in eV: -0.5743
Energy relative to the best compared isomer or geometry (same formula, charge and spin) in kJ/mol: 31.7
SMILES: ClC[Si](I)(I)I
Frontier orbital gap in eV: 9.1
DFT total energy in Ha: -1682.175687

Positions of all 8 atoms, in Å:
Cl (1.39110, -1.72878, 0.52825)
C (1.14969, -0.03858, -0.11997)
Si (-0.81980, 0.17906, 0.07340)
I (-1.89238, -1.07003, -1.74888)
I (-1.77883, -0.67531, 2.17862)
I (-1.12832, 2.56877, -0.32544)
H (1.69037, 0.46370, 0.56736)
H (1.38818, 0.30117, -1.15333)

---

(6)
Computed, not measured: a molecular structure, C19H25BaIN16, with wB97M-V/def2-TZVPD.

LUMO level in eV: -0.2796
Energy relative to the best compared isomer or geometry (same formula, charge and spin) in kJ/mol: 0.0
Frontier orbital gap in eV: 7.3
DFT total energy in Ha: -1938.405794

Positions of all 62 atoms, in Å:
Ba (0.24320, -0.08773, -0.03176)
N (-0.36129, -1.66397, -2.49387)
C (-0.18877, -3.08278, -2.15256)
C (1.24784, -3.35112, -1.73182)
N (1.66961, -2.54223, -0.59262)
C (1.82928, -3.27099, 0.66552)
C (0.50751, -3.59935, 1.34338)
N (-0.22869, -2.38162, 1.69892)
H (-1.28111, -1.49768, -2.88543)
H (0.31056, -1.37848, -3.19967)
H (-0.44185, -3.76364, -2.97411)
H (-0.86810, -3.30689, -1.32456)
H (1.90214, -3.13482, -2.58215)
H (1.35508, -4.42199, -1.52107)
H (2.53148, -2.05038, -0.81101)
H (2.42504, -2.63749, 1.32867)
H (2.38511, -4.20841, 0.52570)
H (0.72158, -4.23873, 2.20697)
H (-0.11544, -4.18803, 0.66418)
H (0.22618, -1.88209, 2.46347)
H (-1.15651, -2.61747, 2.03001)
C (-0.97678, 3.27619, 3.08325)
C (-2.23443, 2.91022, 3.52510)
C (-3.03318, 2.13212, 2.70139)
C (-2.53076, 1.72658, 1.47292)
N (-1.30956, 2.06319, 1.04069)
C (-0.56861, 2.83609, 1.83673)
C (-3.35675, 0.86418, 0.58672)
C (-4.70638, 1.13833, 0.38026)
C (-5.45654, 0.30287, -0.42603)
C (-4.84418, -0.79910, -0.99923)
C (-3.50061, -1.00147, -0.74069)
N (-2.76329, -0.19793, 0.02317)
H (-0.30509, 3.85867, 3.69627)
H (-2.58273, 3.20907, 4.50466)
H (-4.01361, 1.80658, 3.02125)
H (0.42247, 3.08880, 1.47455)
H (-5.14936, 2.01289, 0.83719)
H (-6.50316, 0.51028, -0.60592)
H (-5.38992, -1.48677, -1.62972)
H (-2.98655, -1.86334, -1.15418)
N (3.40714, 1.68526, 1.72960)
C (2.39525, 1.25969, 2.57835)
N (2.25553, 1.72666, 3.80789)
N (1.17012, 1.08448, 4.28231)
N (0.69467, 0.29320, 3.38425)
N (1.44758, 0.37820, 2.25670)
C (3.75190, 0.95663, 0.60371)
N (5.00777, 0.82032, 0.19195)
N (4.91500, 0.14856, -0.95588)
N (3.67057, -0.10381, -1.22022)
N (2.88468, 0.39977, -0.23690)
H (4.19456, 2.09750, 2.20575)
I (1.06207, 4.93435, -5.10737)
C (1.27643, 3.21526, -3.99297)
C (2.38017, 2.39685, -3.91994)
N (2.05263, 1.38305, -3.10265)
N (0.80954, 1.50937, -2.60796)
C (0.32788, 2.62093, -3.14794)
H (3.34871, 2.46332, -4.38507)
H (2.70071, 0.70088, -2.68565)
H (-0.67671, 2.94798, -2.93252)

---

(7)
Computed, not measured: 7 unconnected molecules or ions with the total composition C15H44O7, with wB97M-V/def2-TZVPD.

LUMO level in eV: 0.1754
Energy relative to the best compared isomer or geometry (same formula, charge and spin) in kJ/mol: 0.0
SMILES: CC(C)O.CC(C)O.CC(C)O.CC(C)O.CC(C)O.O.O
Frontier orbital gap in eV: 9.4
DFT total energy in Ha: -1124.589532

Positions of all 66 atoms, in Å:
C (3.32459, -1.61581, -3.25149)
C (2.93670, -0.24922, -3.78095)
C (1.80932, 0.35227, -2.93988)
O (4.06030, 0.65951, -3.70689)
H (3.57912, -1.53493, -2.19455)
H (4.18580, -2.00573, -3.80005)
H (2.49501, -2.31683, -3.35887)
H (2.57219, -0.31607, -4.81336)
H (1.58130, 1.38519, -3.19952)
H (2.12868, 0.40395, -1.89288)
H (0.90672, -0.25750, -2.99886)
H (4.86606, 0.15359, -3.57150)
C (4.71157, 1.53792, 3.85932)
C (3.79921, 2.27958, 2.91549)
C (3.39946, 1.46087, 1.68914)
O (2.67274, 2.68207, 3.65330)
H (5.63208, 1.20855, 3.37327)
H (4.22067, 0.69927, 4.35210)
H (5.03712, 2.22250, 4.65317)
H (4.34199, 3.15546, 2.52328)
H (4.25952, 1.09956, 1.12165)
H (2.81977, 2.09243, 1.00533)
H (2.75263, 0.61870, 1.94727)
H (1.95475, 2.96629, 3.05750)
C (1.29717, -2.09340, 0.76062)
C (-0.04848, -1.98491, 1.44618)
C (0.02232, -1.19973, 2.74949)
O (-1.03282, -1.35044, 0.60343)
H (1.77662, -1.11300, 0.66662)
H (1.22180, -2.50746, -0.24651)
H (1.96267, -2.71958, 1.35630)
H (-0.36042, -3.00475, 1.71718)
H (-0.99101, -1.07873, 3.14333)
H (0.36412, -0.17625, 2.56644)
H (0.64767, -1.71076, 3.47348)
H (-1.21697, -1.92216, -0.15008)
C (-4.93182, -1.38239, 0.34761)
C (-4.43128, -1.14397, 1.75729)
C (-3.95101, -2.45992, 2.37375)
O (-3.40537, -0.17836, 1.74937)
H (-5.69844, -2.16248, 0.32066)
H (-4.09378, -1.69111, -0.28289)
H (-5.38593, -0.48259, -0.06720)
H (-5.24230, -0.74705, 2.36950)
H (-3.55659, -2.32413, 3.37781)
H (-3.19310, -2.92074, 1.73335)
H (-4.78751, -3.16639, 2.43024)
H (-2.64208, -0.54823, 1.28110)
C (-3.76367, 1.26138, -2.41132)
C (-2.39585, 0.64886, -2.67254)
C (-2.18949, 0.27245, -4.12868)
O (-1.36244, 1.56778, -2.25004)
H (-3.82929, 1.56398, -1.36603)
H (-4.59745, 0.61677, -2.68076)
H (-3.85343, 2.16965, -3.02147)
H (-2.22546, -0.23692, -2.05387)
H (-1.19567, -0.14279, -4.27555)
H (-2.32706, 1.13729, -4.77707)
H (-2.93010, -0.48829, -4.39592)
H (-1.65611, 2.48211, -2.32194)
O (0.12882, 1.32619, 0.23194)
H (-0.33473, 1.67366, -0.54374)
H (-0.19309, 0.42368, 0.34539)
O (0.33681, 3.35879, 2.15813)
H (0.40810, 2.77148, 1.38112)
H (-0.39067, 2.98083, 2.66322)

---

(8)
Computed, not measured: a single C5H6FN molecule, with wB97M-V/def2-TZVPD.

LUMO level in eV: 0.9414
Energy relative to the best compared isomer or geometry (same formula, charge and spin) in kJ/mol: 50.6
SMILES: Cc1[nH]ccc1F
Frontier orbital gap in eV: 9.0
DFT total energy in Ha: -348.712936

Positions of all 13 atoms, in Å:
C (1.86203, -0.97637, 0.04622)
C (0.45907, -0.49830, -0.04587)
N (-0.61184, -1.27170, -0.03313)
C (-1.76338, -0.50498, 0.02222)
C (-1.39751, 0.80305, 0.03976)
C (0.02874, 0.77838, 0.03804)
F (0.88434, 1.80462, -0.01994)
H (1.93679, -1.76554, -0.77423)
H (2.64808, -0.18302, -0.21234)
H (2.06107, -1.52750, 0.90998)
H (-0.75628, -2.29784, 0.05839)
H (-2.70841, -0.95097, -0.10473)
H (-1.99110, 1.77454, -0.06799)

---

(9)
Computed, not measured: 2 unconnected molecules or ions with the total composition C4H12, with wB97M-V/def2-TZVPD.

LUMO level in eV: 1.1097
Energy relative to the best compared isomer or geometry (same formula, charge and spin) in kJ/mol: 109.6
SMILES: CC.CC
Frontier orbital gap in eV: 12.3
DFT total energy in Ha: -159.543229

Positions of all 16 atoms, in Å:
C (-1.08698, 1.35226, 0.57511)
C (-0.70996, 1.84485, 1.90668)
H (-0.92493, 0.32719, 0.33114)
H (-2.20009, 1.59528, 0.36936)
H (-0.47203, 1.87832, -0.26302)
H (-0.69017, 1.07237, 2.64806)
H (0.33393, 2.22678, 1.91315)
H (-1.39892, 2.62359, 2.26029)
C (1.41694, -1.72208, -1.80584)
C (0.43028, -1.53305, -0.56018)
H (2.28400, -2.27702, -1.69186)
H (0.65596, -2.26195, -2.52161)
H (1.53561, -0.70293, -2.31462)
H (-0.53937, -1.78918, -0.86523)
H (0.52744, -0.51235, -0.22384)
H (0.83828, -2.12207, 0.24241)

---

(10)
Computed, not measured: a single C4H7N3 molecule, with wB97M-V/def2-TZVPD.

LUMO level in eV: 0.7576
Energy relative to the best compared isomer or geometry (same formula, charge and spin) in kJ/mol: 356.0
SMILES: [H]/N=C(\C#N)NCC
Frontier orbital gap in eV: 9.3
DFT total energy in Ha: -320.747717

Positions of all 14 atoms, in Å:
H (2.25482, -1.53419, -0.95617)
N (1.34874, -1.43744, -0.51843)
C (1.20603, -0.25345, -0.05096)
C (2.13626, 0.85836, -0.21503)
N (2.87598, 1.74063, -0.32019)
N (0.13454, 0.09170, 0.65074)
C (-1.06582, -0.68791, 0.75654)
C (-1.61185, 0.55015, -0.43290)
H (0.04096, 0.98300, 1.09259)
H (-0.97645, -1.67037, 0.26617)
H (-1.13342, -0.96295, 1.86455)
H (-0.93909, 1.34745, -0.91261)
H (-2.41908, 1.09125, 0.01576)
H (-1.85162, -0.11624, -1.24006)

---

(11)
Computed, not measured: a molecular structure, C5H9N, with wB97M-V/def2-TZVPD.

LUMO level in eV: 0.9092
Energy relative to the best compared isomer or geometry (same formula, charge and spin) in kJ/mol: 414.0
Frontier orbital gap in eV: 8.8
DFT total energy in Ha: -250.509266

Positions of all 15 atoms, in Å:
C (1.48332, 0.74513, 0.57752)
C (0.31705, 1.68375, 0.45131)
C (0.08339, 0.25677, 0.83418)
N (-0.53864, -0.61424, -0.12053)
C (-1.04404, -0.38132, -1.35927)
C (-0.62972, -1.95995, -0.14508)
H (1.94913, 0.41182, -0.34606)
H (2.15471, 0.84960, 1.42478)
H (0.16424, 2.44051, 1.21448)
H (0.02528, 1.97943, -0.55231)
H (-0.20282, 0.03825, 1.85930)
H (-1.86880, 0.32171, -1.49822)
H (-0.52950, -0.76507, -2.23165)
H (0.24342, -2.58262, 0.07223)
H (-1.60700, -2.42376, -0.18067)

---

(12)
Computed, not measured: a single C8H6N2O2 molecule, with wB97M-V/def2-TZVPD.

LUMO level in eV: -0.7063
Energy relative to the best compared isomer or geometry (same formula, charge and spin) in kJ/mol: 294.4
SMILES: N#C[C@@H]1CC=CC(=O)[C@]1(O)C#N
Frontier orbital gap in eV: 9.9
DFT total energy in Ha: -568.370197

Positions of all 18 atoms, in Å:
N (-2.84665, 1.71586, 0.35498)
C (-1.79108, 1.38076, 0.58734)
C (-0.47044, 0.74375, 0.69435)
C (0.61647, 1.39818, -0.21204)
C (1.83858, 0.58544, -0.44526)
C (1.85282, -0.73580, -0.16324)
C (0.68593, -1.50808, 0.23213)
O (0.61747, -2.68748, 0.38013)
C (-0.73192, -0.72717, 0.20730)
O (-1.68934, -1.27595, 1.01373)
C (-1.19152, -0.69981, -1.12856)
N (-1.66001, -0.80026, -2.14535)
H (-0.13932, 0.92340, 1.73654)
H (1.07415, 2.37370, 0.06984)
H (0.12618, 1.71695, -1.20396)
H (2.68520, 1.21936, -0.75452)
H (2.69962, -1.38988, -0.15919)
H (-1.67614, -2.23296, 0.93577)